# 1
A cluster of 5 separate species, C24H32N4O5 in total. Source: the Open Molecules 2025 dataset; level of theory: ωB97M-V with the def2-TZVPD basis set.

The largest force on an atom is 0.4 eV/A. The lowest unoccupied orbital energy is 0.47 eV. The energy relative to the best compared isomer or geometry (same formula, charge and spin) comes out at 480.8 kJ/mol.

Element x y z (Å)
1 C 4.205 1.326 1.236
2 C 2.761 0.923 0.928
3 C 2.576 -0.450 0.263
4 C 1.319 -0.554 -0.608
5 O 0.125 -0.816 0.134
6 C -0.579 0.247 0.572
7 C -1.867 -0.164 1.219
8 O -0.202 1.377 0.444
9 C 3.808 -0.969 -0.506
10 O 4.441 -1.875 0.396
11 C 3.585 -2.179 1.401
12 O 3.790 -3.011 2.220
13 O 2.460 -1.446 1.311
14 H 4.715 1.715 0.353
15 H 4.788 0.499 1.649
16 H 4.196 2.127 1.977
17 H 2.281 1.685 0.314
18 H 2.197 0.889 1.864
19 H 1.413 -1.400 -1.290
20 H 1.197 0.367 -1.183
21 H -1.863 0.194 2.250
22 H -2.011 -1.241 1.205
23 H -2.685 0.344 0.705
24 H 3.529 -1.504 -1.418
25 H 4.516 -0.187 -0.766
26 N -2.615 3.191 -4.240
27 C -2.167 2.133 -3.499
28 C -2.009 2.559 -2.207
29 C -2.368 3.934 -2.169
30 C -2.737 4.293 -3.438
31 H -2.812 3.166 -5.224
32 H -2.015 1.165 -3.945
33 H -1.660 1.962 -1.380
34 H -2.353 4.582 -1.309
35 H -3.072 5.235 -3.835
36 N 4.622 2.051 5.697
37 C 3.457 1.473 5.274
38 C 2.463 2.409 5.377
39 C 3.054 3.599 5.886
40 C 4.386 3.345 6.074
41 H 5.514 1.593 5.731
42 H 3.434 0.451 4.934
43 H 1.428 2.259 5.118
44 H 2.556 4.532 6.091
45 H 5.180 3.972 6.441
46 N -1.204 -1.526 -3.057
47 C -0.288 -1.015 -3.934
48 C 0.097 -2.023 -4.778
49 C -0.622 -3.190 -4.396
50 C -1.410 -2.851 -3.329
51 H -1.645 -1.007 -2.319
52 H 0.022 0.015 -3.870
53 H 0.814 -1.936 -5.577
54 H -0.562 -4.165 -4.849
55 H -2.094 -3.444 -2.747
56 N -4.413 -3.132 -0.653
57 C -5.447 -2.235 -0.679
58 C -6.464 -2.750 0.080
59 C -6.025 -4.006 0.581
60 C -4.757 -4.215 0.111
61 H -3.535 -3.017 -1.124
62 H -5.373 -1.314 -1.231
63 H -7.417 -2.280 0.255
64 H -6.580 -4.679 1.213
65 H -4.074 -5.034 0.257

***

# 2
A cluster of 2 separate species, C2H4I3P in total at a distorted geometry. Source: the Open Molecules 2025 dataset; level of theory: ωB97M-V with the def2-TZVPD basis set.

The largest force on an atom is 3.4 eV/A. The lowest unoccupied orbital energy (alpha / beta) is -1.75 / -0.66 eV. The energy relative to the best compared isomer or geometry (same formula, charge and spin) comes out at 107.0 kJ/mol.

Element x y z (Å)
1 C 0.963 -0.349 -0.705
2 C 1.017 0.266 0.642
3 P -2.396 -0.209 -0.818
4 I -2.490 2.256 -0.944
5 I 1.701 -2.250 -1.144
6 I -2.257 -0.774 1.474
7 H 0.452 -0.024 -1.617
8 H 2.010 0.389 1.031
9 H 0.490 1.138 0.725
10 H 0.512 -0.443 1.356

***

# 3
A structure of composition C9H21CoIN6. Source: the Open Molecules 2025 dataset; level of theory: ωB97M-V with the def2-TZVPD basis set.

As for the spin multiplicity: 4. The largest force on an atom is 1.0 eV/A. The lowest unoccupied orbital energy (alpha / beta) is -5.75 / -6.59 eV. The energy relative to the best compared isomer or geometry (same formula, charge and spin) comes out at 32.4 kJ/mol. The total charge is +2.

Element x y z (Å)
1 Co -0.256 0.170 -0.296
2 N 1.832 0.510 -0.513
3 C 2.502 -0.534 0.283
4 C 1.857 -0.660 1.671
5 N 0.378 -0.648 1.648
6 C -0.160 0.220 2.707
7 C -0.004 1.685 2.320
8 N -0.680 1.894 1.023
9 C -0.204 -1.994 1.748
10 C 0.084 -2.791 0.483
11 N -0.343 -1.994 -0.686
12 H 2.080 1.426 -0.137
13 H 2.204 0.490 -1.463
14 H 2.440 -1.469 -0.275
15 H 3.565 -0.305 0.422
16 H 2.229 -1.571 2.148
17 H 2.198 0.182 2.273
18 H -1.225 0.009 2.817
19 H 0.322 0.018 3.670
20 H -0.436 2.311 3.105
21 H 1.047 1.959 2.217
22 H -1.685 1.903 1.200
23 H -0.441 2.820 0.675
24 H 0.169 -2.530 2.629
25 H -1.287 -1.891 1.849
26 H 1.151 -3.006 0.406
27 H -0.446 -3.745 0.527
28 H 0.160 -2.324 -1.506
29 H -1.328 -2.184 -0.869
30 I -1.384 1.067 -6.284
31 C -1.588 1.191 -4.207
32 C -2.408 2.049 -3.489
33 N -2.194 1.791 -2.195
34 N -1.284 0.819 -2.018
35 C -0.912 0.443 -3.235
36 H -3.094 2.796 -3.835
37 H -2.667 2.226 -1.416
38 H -0.194 -0.335 -3.397

***

# 4
A structure of composition C34H41BrN2O16P2V at a distorted geometry. Source: the Open Molecules 2025 dataset; level of theory: ωB97M-V with the def2-TZVPD basis set.

As for the spin multiplicity: 2. The largest force on an atom is 2.2 eV/A. The lowest unoccupied orbital energy (alpha / beta) is -1.71 / -1.16 eV. The energy relative to the best compared isomer or geometry (same formula, charge and spin) comes out at 15.8 kJ/mol.

Element x y z (Å)
1 V 1.383 1.180 0.286
2 C 4.052 -2.409 -0.289
3 C 3.195 -3.297 0.586
4 C 3.372 -3.047 2.068
5 O 1.766 -3.171 0.203
6 P 0.850 -1.970 0.590
7 O 1.647 -0.724 0.816
8 C -0.281 -1.842 -0.817
9 P 0.493 -0.921 -2.162
10 O 1.037 0.352 -1.629
11 O -0.480 -0.776 -3.368
12 C -1.640 0.095 -3.595
13 C -2.876 -0.616 -3.093
14 C -1.406 1.480 -3.034
15 O 1.628 -1.839 -2.726
16 C 1.382 -2.958 -3.636
17 C 1.775 -2.519 -5.029
18 C 2.181 -4.138 -3.130
19 O 0.028 -2.286 1.872
20 C -0.877 -3.393 2.193
21 C -0.378 -4.725 1.676
22 C -2.272 -3.056 1.708
23 H 5.098 -2.666 -0.116
24 H 3.915 -1.354 -0.059
25 H 3.829 -2.565 -1.342
26 H 3.388 -4.346 0.357
27 H 3.156 -2.008 2.324
28 H 4.409 -3.251 2.334
29 H 2.735 -3.701 2.663
30 H -1.167 -1.300 -0.479
31 H -0.546 -2.845 -1.161
32 H -1.671 0.148 -4.684
33 H -2.821 -0.817 -2.022
34 H -3.009 -1.563 -3.616
35 H -3.754 0.002 -3.270
36 H -1.205 1.459 -1.963
37 H -2.293 2.090 -3.210
38 H -0.559 1.960 -3.521
39 H 0.314 -3.192 -3.609
40 H 2.840 -2.289 -5.061
41 H 1.216 -1.635 -5.330
42 H 1.570 -3.321 -5.739
43 H 3.250 -3.957 -3.250
44 H 1.918 -5.025 -3.707
45 H 1.971 -4.330 -2.079
46 H -0.854 -3.394 3.282
47 H -0.364 -4.756 0.585
48 H -1.061 -5.500 2.024
49 H 0.621 -4.956 2.040
50 H -2.355 -3.174 0.626
51 H -2.542 -2.035 1.973
52 H -2.988 -3.734 2.173
53 O 2.220 6.978 -3.319
54 C 1.109 6.533 -3.006
55 O -0.048 6.894 -3.272
56 C 1.164 5.260 -2.124
57 C 0.041 4.852 -1.410
58 C 0.081 3.690 -0.675
59 N 1.183 2.926 -0.647
60 C 2.282 3.313 -1.322
61 C 2.318 4.481 -2.044
62 C 3.441 2.361 -1.168
63 O 4.510 2.535 -1.682
64 O 3.134 1.322 -0.391
65 H -0.854 5.455 -1.475
66 H -0.764 3.328 -0.104
67 H 3.216 4.792 -2.559
68 O -0.791 1.388 2.701
69 C -1.265 0.998 1.650
70 O -0.607 0.867 0.515
71 C -2.715 0.611 1.589
72 C -3.384 0.418 2.792
73 C -4.723 0.027 2.830
74 C -5.352 -0.141 1.621
75 O -6.645 -0.503 1.386
76 C -6.823 -0.454 -0.030
77 O -5.558 -0.152 -0.622
78 C -4.696 0.068 0.419
79 C -3.379 0.440 0.366
80 H -2.836 0.580 3.709
81 H -5.247 -0.126 3.762
82 H -7.538 0.333 -0.278
83 H -7.163 -1.429 -0.384
84 H -2.876 0.628 -0.569
85 Br 2.007 4.120 7.843
86 C 1.709 4.034 5.982
87 C 1.294 5.170 5.297
88 N 1.063 5.180 3.990
89 C 1.242 4.048 3.318
90 C 1.657 2.869 3.925
91 C 1.897 2.856 5.293
92 C 1.847 1.615 3.169
93 O 2.183 0.561 3.601
94 O 1.642 1.780 1.804
95 H 1.145 6.102 5.829
96 H 1.044 4.081 2.254
97 H 2.216 1.947 5.783

***

> Look up the energy relative to the best compared isomer or geometry (same formula, charge and spin) of the third one.

32.4 kJ/mol

***

> energy relative to the best compared isomer or geometry (same formula, charge and spin) of number 4 (C34H41BrN2O16P2V)?

15.8 kJ/mol